Version a
Computed, not measured: a 2-piece molecular cluster, C7H17N3 overall, with the ωB97M-V functional and the def2-TZVPD basis.

Geometry as XYZ:
```
27
Properties=species:S:1:pos:R:3:nbo_charge:R:1
C -0.426 -0.206 -0.334 0.669
C 2.269 0.335 -0.872 0.058
C 3.298 0.226 0.160 -0.036
C 4.564 -0.530 0.079 -0.656
C -3.903 0.544 1.503 -0.598
C -3.417 -0.592 0.481 -0.422
C -2.739 -0.103 -0.796 -0.283
N -1.466 0.465 -0.679 -0.547
N -0.157 -1.392 0.121 -0.778
N 3.032 1.538 -0.576 -0.612
H 2.039 0.034 -1.887 0.255
H 2.864 0.294 1.076 0.247
H 5.349 0.146 0.461 0.276
H 4.720 -0.988 -0.855 0.252
H 4.549 -1.312 0.852 0.279
H -3.047 1.291 1.436 0.189
H -4.854 1.021 1.116 0.241
H -4.041 -0.018 2.408 0.241
H -4.329 -1.073 0.121 0.252
H -2.878 -1.392 1.012 0.187
H -2.732 -0.884 -1.587 0.240
H -3.463 0.669 -1.307 0.262
H -1.309 1.373 -1.067 0.453
H 0.665 -1.902 -0.011 0.439
H -0.834 -1.955 0.597 0.442
H 3.595 1.946 -1.355 0.468
H 2.651 2.467 -0.097 0.480
```

## Properties
Charge   +2

***

Version b
Computed, not measured: a 2-piece molecular cluster, C7H17N3 overall, with the ωB97M-V functional and the def2-TZVPD basis.

Geometry as XYZ:
```
27
Properties=species:S:1:pos:R:3:nbo_charge:R:1
C 0.150 -1.692 -2.162 -0.525
C -1.139 -1.255 -1.538 -0.433
C 0.506 0.451 1.923 -0.452
C -0.401 -0.827 2.200 -0.205
C 1.112 -0.961 -1.395 0.319
C 1.439 0.376 0.647 -0.230
C -0.775 -0.536 -0.266 0.106
N -1.017 -1.230 0.924 -0.642
N 0.651 -0.273 -0.372 -0.274
N -0.283 3.095 -0.356 -0.846
H 0.393 -2.784 -2.151 0.311
H 0.135 -1.494 -3.317 0.317
H -1.768 -0.660 -2.177 0.255
H -1.739 -2.161 -1.311 0.269
H -0.071 1.391 1.999 0.194
H 1.090 0.458 2.833 0.280
H 0.236 -1.544 2.519 0.200
H -1.201 -0.882 2.900 0.246
H 2.183 -1.008 -1.391 0.237
H -0.506 2.224 0.132 0.450
H 1.778 1.249 0.226 0.202
H 2.302 -0.270 0.790 0.257
H -1.394 0.335 -0.084 0.177
H -1.254 -2.201 0.855 0.403
H 0.505 2.942 -0.882 0.437
H 0.119 3.703 0.325 0.459
H -1.051 3.555 -0.870 0.485
```

## Properties
Charge   +2

***

Question: which arrangement is favored energetically? Ranking from most to least stable: version b, version a.

***

Version a
Computed, not measured: a 2-piece molecular cluster, C5H14NO overall, with the ωB97M-V functional and the def2-TZVPD basis.

Geometry as XYZ:
```
21
Properties=species:S:1:pos:R:3:nbo_charge:R:1
C 0.434 -1.359 0.391 -0.449
N 1.544 -0.533 -0.137 -0.439
C 2.872 -1.157 -0.154 -0.407
C 1.198 -0.016 -1.421 -0.459
H 0.581 -1.517 1.469 0.164
H 0.408 -2.401 -0.101 0.124
H -0.488 -0.834 0.245 0.298
H 3.618 -0.357 -0.244 0.186
H 2.991 -1.683 0.842 0.181
H 2.989 -1.951 -0.916 0.148
H 1.920 0.758 -1.704 0.159
H 0.171 0.452 -1.384 0.298
H 1.172 -0.751 -2.256 0.128
C -1.532 1.231 0.569 -0.047
O -1.623 0.373 -0.525 -0.966
C -2.900 1.504 1.208 -0.630
H -1.167 2.210 0.293 0.093
H -0.806 0.898 1.359 0.085
H -2.757 2.230 1.988 0.164
H -3.330 0.539 1.613 0.181
H -3.558 1.940 0.393 0.188
```

## Properties
Charge   -1

***

Version b
Computed, not measured: a 2-piece molecular cluster, C5H14NO overall, with the ωB97M-V functional and the def2-TZVPD basis.

Geometry as XYZ:
```
21
Properties=species:S:1:pos:R:3:nbo_charge:R:1
N 1.525 2.483 1.139 -0.918
C 0.209 1.897 1.514 0.141
O -0.006 0.711 0.901 -0.980
H 2.023 2.834 1.946 0.320
H 2.047 1.744 0.695 0.354
H 0.184 1.835 2.642 0.039
H -0.599 2.583 1.195 0.070
C -1.701 -1.757 0.486 -0.615
C -0.402 -1.803 -0.339 -0.403
C -0.544 -0.965 -1.607 -0.389
C 0.841 -0.603 -2.144 -0.612
H -1.857 -0.693 0.649 0.257
H -1.702 -2.282 1.441 0.186
H -2.535 -2.151 -0.106 0.162
H -0.179 -2.829 -0.658 0.155
H 0.402 -1.375 0.254 0.253
H -1.082 -0.044 -1.365 0.224
H -1.111 -1.491 -2.386 0.158
H 1.315 -0.033 -1.338 0.238
H 0.814 0.025 -3.040 0.184
H 1.404 -1.518 -2.346 0.174
```

## Properties
Charge   -1

***

Question: which arrangement is favored energetically? Ranking from most to least stable: version b, version a.

***

Version a
Computed, not measured: a 2-piece molecular cluster, CH3NOS overall, with the ωB97M-V functional and the def2-TZVPD basis.

Geometry as XYZ:
```
7
Properties=species:S:1:pos:R:3:nbo_charge:R:1
C -0.045 -0.218 0.021 -0.421
N -0.416 -0.832 2.084 -0.052
O 0.216 -0.222 2.933 -0.328
S -1.431 -1.970 1.992 0.189
H -0.511 0.770 -0.007 0.200
H -0.547 -1.172 -0.369 0.220
H 1.027 -0.097 -0.041 0.193
```

## Properties
Charge   0

***

Version b
Computed, not measured: one molecule with the formula CH3NOS, with the ωB97M-V functional and the def2-TZVPD basis.

Geometry as XYZ:
```
7
Properties=species:S:1:pos:R:3:nbo_charge:R:1
C -1.166 -0.419 -0.171 0.174
N 1.250 0.672 -0.021 -0.472
O 0.113 -0.325 -0.162 -0.302
S 2.653 -0.215 0.025 0.213
H -1.855 0.484 -0.321 0.147
H -1.646 -1.280 -0.070 0.156
H 3.092 0.288 -1.135 0.084
```

## Properties
Charge   0

***

Question: which arrangement is favored energetically? Ranking from most to least stable: version a, version b.

***

Version a
Computed, not measured: a 2-piece molecular cluster, CH3NOS overall, with the ωB97M-V functional and the def2-TZVPD basis.

Geometry as XYZ:
```
7
Properties=species:S:1:pos:R:3:nbo_charge:R:1
C 1.795 -0.493 0.229 -0.046
N 2.413 -0.917 1.119 0.207
O 3.197 -1.084 2.016 -0.405
H 1.094 -0.156 -0.433 0.244
S -2.401 0.558 -1.207 -0.301
H -3.247 1.390 -1.792 0.148
H -2.851 0.701 0.067 0.154
```

## Properties
SMILES   C#[N+][O-].S
Charge   0

***

Version b
Computed, not measured: a 2-piece molecular cluster, CH3NOS overall, with the ωB97M-V functional and the def2-TZVPD basis.

Geometry as XYZ:
```
7
Properties=species:S:1:pos:R:3:nbo_charge:R:1
C 0.827 1.506 -0.556 -0.095
N 1.636 0.664 -0.385 0.244
O 2.497 -0.122 -0.301 -0.372
H -0.035 1.903 -0.791 0.223
S -1.794 -1.028 0.150 -0.300
H -1.516 -0.591 1.384 0.144
H -1.615 -2.332 0.498 0.156
```

## Properties
SMILES   C#[N+][O-].S
Charge   0

***

Question: which arrangement is favored energetically? Ranking from most to least stable: version a, version b.

***

Version a
Computed, not measured: a 11-piece molecular cluster, C4H29NO11 overall, with the ωB97M-V functional and the def2-TZVPD basis.

Geometry as XYZ:
```
45
Properties=species:S:1:pos:R:3:nbo_charge:R:1
C -0.192 -1.158 0.234 -0.691
C 0.580 -1.770 1.375 -0.023
C -0.266 -2.913 2.078 -0.624
N 1.127 -0.665 2.247 -0.665
C 0.284 0.098 3.085 0.542
O -0.880 0.275 2.772 -0.636
H -1.028 -0.595 0.711 0.261
H -0.866 -1.797 -0.264 0.241
H 0.283 -0.649 -0.574 0.194
H 1.588 -2.110 0.979 0.169
H 0.329 -3.764 2.374 0.215
H -0.672 -2.513 3.013 0.222
H -1.074 -3.115 1.367 0.222
H 2.121 -0.780 2.431 0.415
H 0.914 0.468 3.918 0.137
O 3.546 -0.789 0.738 -0.942
H 2.887 -1.242 0.211 0.472
H 4.016 -0.209 0.151 0.474
O -3.006 0.105 -1.726 -0.986
H -3.054 0.467 -0.772 0.525
H -3.613 0.668 -2.220 0.494
O 0.981 -1.521 -3.280 -0.988
H 0.161 -1.594 -2.798 0.501
H 0.887 -1.967 -4.104 0.474
O -1.507 -2.008 -2.252 -0.992
H -1.952 -2.653 -2.836 0.483
H -2.110 -1.243 -2.184 0.509
O 1.205 2.594 2.187 -1.023
H 1.618 1.926 1.636 0.523
H 1.086 3.530 2.065 0.508
O 0.456 2.723 -1.666 -0.997
H 0.482 3.677 -1.859 0.471
H 0.301 2.375 -2.566 0.506
O 3.008 2.024 -0.578 -0.975
H 3.454 1.404 -1.132 0.465
H 2.273 2.446 -0.950 0.500
O -0.226 0.915 -3.210 -0.964
H -0.678 0.454 -2.476 0.485
H 0.611 0.437 -3.300 0.503
O -3.707 0.965 1.683 -1.002
H -3.578 0.952 2.625 0.476
H -2.871 1.272 1.251 0.498
O -1.360 1.735 0.614 -0.990
H -0.912 1.882 -0.243 0.500
H -0.646 1.664 1.243 0.510
```

## Properties
SMILES   CC(C)NC=O.O.O.O.O.O.O.O.O.O.O
Charge   0

***

Version b
Computed, not measured: a 11-piece molecular cluster, C4H29NO11 overall, with the ωB97M-V functional and the def2-TZVPD basis.

Geometry as XYZ:
```
45
Properties=species:S:1:pos:R:3:nbo_charge:R:1
N -1.382 0.467 3.039 -0.847
C -2.008 -0.796 2.384 -0.226
C -1.054 -1.280 1.262 -0.467
C -0.500 -2.639 1.676 -0.517
C 0.793 -2.840 0.812 0.438
O 1.813 -3.098 1.421 -0.572
H -0.327 0.411 2.924 0.344
H -1.630 1.255 2.446 0.355
H -3.025 -0.707 2.228 0.188
H -1.952 -1.483 3.260 0.177
H -1.812 -1.425 0.314 0.198
H -0.272 -0.510 0.830 0.276
H -1.206 -3.523 1.604 0.222
H -0.468 -2.571 2.760 0.218
H 0.787 -3.005 -0.293 0.176
O 2.134 -1.578 -1.620 -0.980
H 1.918 -1.258 -2.530 0.490
H 3.084 -1.774 -1.731 0.476
O -0.686 3.100 1.522 -0.937
H -0.272 3.409 2.295 0.474
H -0.788 3.909 1.002 0.467
O 1.095 1.798 -2.706 -0.963
H 0.558 2.015 -2.003 0.492
H 1.952 2.140 -2.455 0.500
O 1.289 -0.570 -3.696 -0.923
H 0.365 -0.941 -3.584 0.477
H 1.289 0.263 -3.362 0.495
O -3.201 -0.421 -1.692 -0.951
H -2.937 0.261 -2.258 0.471
H -3.301 -0.136 -0.770 0.481
O 1.704 3.407 -0.561 -0.957
H 2.504 3.253 -0.045 0.490
H 1.171 3.991 -0.115 0.469
O 1.719 -0.031 0.586 -1.017
H 2.063 -0.652 -0.271 0.515
H 2.293 -0.337 1.231 0.456
O 2.728 1.952 2.413 -0.949
H 2.764 1.115 2.835 0.465
H 1.967 1.873 1.840 0.485
O -1.688 2.454 -1.981 -0.932
H -1.917 1.985 -1.216 0.468
H -1.183 1.793 -2.528 0.469
O -1.215 -3.054 -1.447 -0.926
H -2.171 -3.262 -1.505 0.477
H -0.994 -2.960 -2.316 0.456
```

## Properties
SMILES   NCCCC=O.O.O.O.O.O.O.O.O.O.O
Charge   0

***

Question: which arrangement is favored energetically? Ranking from most to least stable: version a, version b.